(1)
Density functional theory data (ωB97M-V with the def2-TZVPD basis set) for the molecule C3H5N3O.

Each line ends with the Mulliken charge.
Element x y z (Å)
C  -1.832  -0.306  1.083  0.0141
C  0.070  -0.160  -0.264  0.0260
C  2.051  1.393  -0.803  0.1415
H  -2.695  -1.834  1.089  0.2291
H  -2.409  0.077  1.928  0.3713
H  -0.106  -1.294  0.015  0.3019
H  1.723  -0.662  -1.548  0.3045
H  3.333  1.168  -1.069  0.2050
N  -1.980  -1.499  0.502  -0.5842
N  -0.858  0.630  0.403  -0.4704
N  1.215  0.187  -1.052  -0.1478
O  1.490  2.300  -0.286  -0.3911

Forces on the atoms, in the same order (eV/Å):
2.36 -1.45 -4.33
-2.23 0.62 3.00
0.06 -2.71 -0.22
-1.36 -1.74 0.65
0.30 0.05 -0.25
0.96 2.11 -1.47
-1.54 2.39 1.74
-3.79 0.90 0.59
-0.07 4.03 2.23
2.46 -3.47 -1.41
1.38 -1.33 -0.27
1.46 0.60 -0.26

The HOMO energy is -0.3462 Eh. The energy above the lowest of the compared OMol25 structures with the same formula, charge and spin is 386.6 kJ/mol. The total energy comes out at -9706.5770 eV. The calculation puts the gap between HOMO and LUMO at 9.711 eV. The multiplicity is 1.

(2)
Density functional theory data (ωB97M-V with the def2-TZVPD basis set) for the molecule C3H5N3O.

Each line ends with the Mulliken charge.
Element x y z (Å)
O  -2.427  1.183  -0.453  -0.4896
C  -1.815  0.253  0.252  -0.3285
C  -0.434  0.061  0.274  0.6634
N  0.208  0.851  -0.647  -0.4802
N  1.416  0.355  -0.641  -0.0995
C  1.421  -0.976  0.045  -0.1833
N  0.278  -0.869  0.896  -0.5997
H  -1.739  1.660  -0.959  0.4103
H  1.297  -1.746  -0.756  0.2202
H  -2.480  -0.402  0.807  0.3936
H  2.041  0.636  -1.384  0.2277
H  2.372  -1.152  0.559  0.2655

Forces on the atoms, in the same order (eV/Å):
0.21 0.54 -0.43
-0.71 -0.89 1.21
-0.26 -0.37 0.19
0.12 0.37 -0.39
1.04 -0.34 -0.15
0.69 0.41 -0.27
-0.79 0.11 -0.71
-0.17 -0.03 0.10
0.04 0.06 0.41
0.10 0.18 -0.03
-0.09 -0.12 0.10
-0.18 0.08 -0.02

The HOMO energy (alpha / beta) is -0.2712 / -0.2728 Eh. The energy above the lowest of the compared OMol25 structures with the same formula, charge and spin is 394.4 kJ/mol. The total energy comes out at -9706.4963 eV. The calculation puts the gap between HOMO and LUMO (alpha / beta) at 7.269 / 7.210 eV. The multiplicity is 1.

(3)
Density functional theory data (ωB97M-V with the def2-TZVPD basis set) for the molecule C3H5N3O.

Each line ends with the Mulliken charge.
Element x y z (Å)
N  -1.224  1.400  -0.123  -0.3909
C  -0.020  0.791  -0.354  0.5630
C  -0.192  -2.064  -0.323  -0.4858
N  0.606  -1.456  0.542  0.0055
C  0.522  -0.057  0.781  0.3158
O  0.929  0.410  1.814  -0.5170
N  0.768  0.894  -1.347  -0.6193
H  -1.493  2.169  -0.718  0.2076
H  -1.620  1.398  0.803  0.2122
H  0.040  -3.144  -0.224  0.2055
H  1.261  -1.902  1.189  0.2787
H  0.423  1.560  -2.040  0.2248

Forces on the atoms, in the same order (eV/Å):
0.03 0.04 -0.02
0.14 0.15 -0.16
0.40 0.02 0.35
-0.18 -0.06 -0.16
0.17 0.17 0.38
-0.27 -0.23 -0.48
-0.29 0.04 0.22
0.05 -0.14 0.08
0.13 -0.03 -0.07
-0.07 0.17 -0.05
-0.12 -0.04 -0.08
0.01 -0.08 0.01

The HOMO energy is -0.3323 Eh. The energy above the lowest of the compared OMol25 structures with the same formula, charge and spin is 306.9 kJ/mol. The total energy comes out at -9707.4032 eV. The calculation puts the gap between HOMO and LUMO at 9.317 eV. The multiplicity is 1.

(4)
Density functional theory data (ωB97M-V with the def2-TZVPD basis set) for the molecule C3H5N3O.

Each line ends with the Mulliken charge.
Element x y z (Å)
C  0.244  0.546  -0.397  0.4653
C  0.354  -0.899  -0.688  -0.0522
C  -0.787  -0.432  1.175  -0.1379
H  0.028  2.711  -0.049  0.3796
H  0.142  -1.139  -1.764  0.2493
H  1.362  -1.236  -0.467  0.2001
H  -0.532  -2.288  0.791  0.2879
H  -1.281  -0.729  2.173  0.2994
N  0.760  1.441  -1.120  -0.4812
N  -0.593  -1.427  0.270  -0.2719
N  -0.358  0.749  0.871  -0.6525
O  0.661  2.703  -0.794  -0.2859

Forces on the atoms, in the same order (eV/Å):
0.33 1.21 0.72
0.34 -1.04 -1.74
-0.79 0.70 1.86
0.23 0.59 0.18
-0.02 0.10 1.12
0.28 -0.20 0.02
0.46 -0.62 -0.92
0.73 0.80 -1.70
0.72 -2.68 -2.04
-0.71 -0.25 1.02
-0.64 -0.53 0.04
-0.93 1.92 1.42

The HOMO energy is -0.3110 Eh. The energy above the lowest of the compared OMol25 structures with the same formula, charge and spin is 291.7 kJ/mol. The total energy comes out at -9707.5609 eV. The calculation puts the gap between HOMO and LUMO at 9.112 eV. The multiplicity is 1.

(5)
Density functional theory data (ωB97M-V with the def2-TZVPD basis set) for the molecule C3H5N3O.

Each line ends with the Mulliken charge.
Element x y z (Å)
C  1.286  1.098  -0.250  -0.7653
C  -1.531  -0.720  0.183  -0.3006
C  -0.192  -0.851  0.118  0.5918
H  2.151  0.653  0.476  0.2931
H  1.713  1.871  -1.012  0.2859
H  0.654  1.985  0.296  0.2761
H  -2.096  -1.436  0.508  0.4913
H  0.236  -2.322  1.070  0.2418
N  0.241  0.145  -0.801  0.0273
N  -2.023  0.103  -0.562  -0.3097
N  0.575  -1.387  0.959  -0.6555
O  -1.014  0.861  -0.985  -0.1761

Forces on the atoms, in the same order (eV/Å):
-0.15 3.56 1.13
-0.69 -2.47 -0.64
4.71 2.40 0.38
-2.66 0.68 -2.08
-0.34 -2.38 0.55
1.35 -2.55 -0.36
-3.38 -3.83 2.57
-0.52 -0.65 1.57
0.05 0.79 1.87
-1.70 4.09 -1.62
2.07 -1.42 -0.89
1.27 1.79 -2.48

The HOMO energy is -0.3392 Eh. The energy above the lowest of the compared OMol25 structures with the same formula, charge and spin is 651.1 kJ/mol. The total energy comes out at -9703.8354 eV. The calculation puts the gap between HOMO and LUMO at 9.367 eV. The multiplicity is 1.

(6)
Density functional theory data (ωB97M-V with the def2-TZVPD basis set) for an isolated ion of composition C3H5N3O and charge +2.

Each line ends with the Mulliken charge.
Element x y z (Å)
C  -1.837  -0.156  -0.050  0.0574
C  0.475  -0.046  -0.063  0.5761
C  1.820  0.442  -0.079  -0.9357
N  0.015  -1.256  -0.065  -0.2294
N  -1.266  -1.304  -0.043  0.2197
N  -0.767  0.796  -0.110  0.5351
O  -0.776  1.984  0.028  -0.2634
H  -2.874  -0.042  0.262  0.4363
H  2.755  -0.103  -0.302  0.4124
H  2.216  0.566  0.995  0.4008
H  1.938  1.440  -0.347  0.4036
H  -1.697  -2.322  -0.226  0.3870

Forces on the atoms, in the same order (eV/Å):
-0.51 3.63 0.98
-0.15 3.22 -0.55
0.03 -0.66 1.60
1.67 -3.95 -0.22
-0.15 -5.37 -1.01
0.81 -3.24 0.30
-0.61 2.33 0.02
-0.17 0.71 -0.62
-0.70 -1.04 -0.60
-0.53 -0.19 0.20
-0.35 2.05 -0.88
0.64 2.51 0.77

The HOMO energy (alpha / beta) is -0.7865 / -0.8091 Eh. The energy above the lowest of the compared OMol25 structures with the same formula, charge and spin is 236.8 kJ/mol. The total energy comes out at -9682.4557 eV. The expectation value of S² is 2.02. As for the net charge: +2. The calculation puts the gap between HOMO and LUMO (alpha / beta) at 10.712 / 6.450 eV. The multiplicity is 3.

(7)
Density functional theory data (ωB97M-V with the def2-TZVPD basis set) for a 2-piece molecular cluster, C3H5N3O4 overall.

Each line ends with the Mulliken charge.
Element x y z (Å)
O  0.497  0.861  3.294  -0.4046
C  -0.054  0.771  2.244  0.1663
H  -1.033  1.212  1.986  0.3803
O  0.648  0.296  1.124  -0.3186
C  0.133  0.440  -0.103  0.5387
N  -1.100  0.280  -0.444  -0.5845
N  -1.084  0.384  -1.807  0.0911
C  0.139  0.737  -2.303  0.3421
O  0.444  1.087  -3.430  -0.6246
N  0.936  0.728  -1.160  -0.0391
H  -1.889  0.107  -2.351  0.2393
H  1.890  1.065  -1.114  0.2354
O  0.083  -2.571  1.736  -0.6451
H  -0.566  -2.614  1.027  0.3087
H  0.957  -2.784  1.300  0.3148

Forces on the atoms, in the same order (eV/Å):
-0.56 -0.58 -0.79
0.77 1.07 0.03
0.09 -0.53 0.00
0.11 0.41 0.65
-1.05 0.00 0.07
0.29 -0.97 0.83
-0.17 0.25 -0.46
0.01 0.81 -1.09
0.00 -0.60 0.59
0.65 0.04 0.09
0.24 0.33 0.17
-0.31 -0.19 -0.10
1.47 -0.38 -0.62
-0.01 -0.03 -0.10
-1.53 0.37 0.73

The HOMO energy is -0.3407 Eh. The energy above the lowest of the compared OMol25 structures with the same formula, charge and spin is 51.7 kJ/mol. The total energy comes out at -15851.9997 eV. The calculation puts the gap between HOMO and LUMO at 9.690 eV. The multiplicity is 1.

(8)
Density functional theory data (ωB97M-V with the def2-TZVPD basis set) for a 2-piece molecular cluster, C3H5N3O9 overall.

Each line ends with the Mulliken charge.
Element x y z (Å)
C  -0.303  1.711  -2.276  -0.3424
C  0.756  0.818  -1.621  0.5309
C  -0.801  -1.056  1.939  0.2643
N  1.363  1.428  -0.290  1.1086
N  -0.572  -1.108  0.676  0.5883
N  -0.189  -2.031  2.822  0.9764
O  1.697  0.668  0.532  -0.5707
O  1.379  2.614  -0.305  -0.6217
O  0.076  -2.191  0.136  -0.3485
O  -0.828  -0.223  -0.119  -0.6916
O  0.402  -2.985  2.396  -0.5097
O  -0.181  -1.713  4.041  -0.6646
O  -0.801  1.329  -3.520  -0.4710
O  1.240  -0.229  -1.955  -0.5686
O  -1.556  -0.126  2.500  -0.4242
H  -1.082  1.531  -1.434  0.2507
H  0.203  2.709  -2.162  0.3584
H  -0.048  0.925  -4.022  0.3471
H  0.339  -1.958  -0.720  0.3777
H  -1.093  -0.113  3.383  0.4107

Forces on the atoms, in the same order (eV/Å):
0.43 -0.34 2.78
0.91 -1.79 -1.11
-0.22 -1.17 0.55
-1.96 -0.41 -3.01
1.24 -0.70 -1.24
1.20 0.07 1.95
1.19 -1.46 2.23
0.56 2.33 0.80
-0.81 -1.51 3.14
-1.54 1.38 -0.64
-0.37 -0.25 0.01
-0.73 0.24 -1.78
1.50 -0.51 -0.14
-0.69 1.33 -0.08
1.26 -0.07 0.69
0.65 1.00 -1.59
-1.16 -0.48 -0.57
-1.00 0.44 0.44
0.53 1.43 -2.42
-0.97 0.46 -0.02

The HOMO energy is -0.3684 Eh. The energy above the lowest of the compared OMol25 structures with the same formula, charge and spin is 258.6 kJ/mol. The total energy comes out at -26078.6806 eV. The calculation puts the gap between HOMO and LUMO at 8.642 eV. The multiplicity is 1.

(9)
Density functional theory data (ωB97M-V with the def2-TZVPD basis set) for the molecule C3H5N3OS.

Each line ends with the Mulliken charge.
Element x y z (Å)
C  1.121  1.060  -0.001  0.6359
C  -0.080  1.178  0.805  -0.6381
C  -0.871  0.028  0.413  0.3062
H  -0.478  -2.150  -1.597  0.2561
H  0.711  -2.452  -0.210  0.3028
H  2.387  1.314  -1.064  0.4994
H  -0.136  1.952  1.782  0.2233
H  -3.282  0.582  0.901  0.1639
N  -0.267  -2.008  -0.561  -0.6172
N  -0.039  -0.522  -0.503  0.7080
N  1.151  -0.037  -0.747  -1.0303
O  2.212  1.778  0.028  -0.5522
S  -2.429  -0.723  0.753  -0.2576

Forces on the atoms, in the same order (eV/Å):
-2.28 -1.04 2.54
-0.09 0.93 2.10
2.80 3.23 0.42
0.96 -0.46 1.85
-2.97 1.27 -1.62
0.95 2.51 4.29
-0.30 -2.29 -3.28
2.11 -2.69 -0.29
2.51 0.91 -1.29
-3.63 -5.91 -0.48
-0.30 1.29 0.87
1.62 -0.60 -5.48
-1.37 2.86 0.39

The HOMO energy is -0.3144 Eh. The energy above the lowest of the compared OMol25 structures with the same formula, charge and spin is 523.1 kJ/mol. The total energy comes out at -20540.2373 eV. The calculation puts the gap between HOMO and LUMO at 8.899 eV. The multiplicity is 1.

(10)
Density functional theory data (ωB97M-V with the def2-TZVPD basis set) for the molecule C3H5N3OS.

Each line ends with the Mulliken charge.
Element x y z (Å)
C  2.780  0.041  -0.262  -1.0307
C  1.374  -0.437  0.102  0.7144
C  -0.853  -0.093  -0.132  0.2090
H  3.202  1.028  0.401  0.2713
H  3.407  -0.827  -0.180  0.3645
H  2.501  0.666  -1.354  0.2152
H  1.115  2.424  -0.534  0.2461
H  0.296  2.301  1.429  0.3152
N  0.974  -1.626  0.123  -0.4368
N  0.344  0.592  -0.067  0.3021
N  0.577  1.912  0.249  -0.6594
O  -0.491  -1.445  0.234  -0.1896
S  -2.478  0.172  -0.126  -0.3212

Forces on the atoms, in the same order (eV/Å):
-1.59 4.43 -0.25
1.09 3.32 -1.37
-0.36 -2.20 2.62
-1.34 -3.19 -1.46
0.74 0.09 -0.76
1.59 -2.46 2.70
-1.46 -0.70 2.53
1.44 -1.60 -5.35
-2.06 0.33 0.87
0.53 -1.53 0.86
-0.65 1.55 1.89
0.83 1.24 -1.81
1.25 0.72 -0.47

The HOMO energy is -0.3229 Eh. The energy above the lowest of the compared OMol25 structures with the same formula, charge and spin is 567.5 kJ/mol. The total energy comes out at -20539.7776 eV. The calculation puts the gap between HOMO and LUMO at 8.713 eV. The multiplicity is 1.